(1)
Here is 2 unconnected molecules or ions with the total composition C6H12 from the Open Molecules 2025 dataset. Energies are from wB97M-V/def2-TZVPD.

Results
- E_HOMO (spin up / spin down) (eV) = -9.205 / -9.224
- DFT total energy (eV) = -6411.3864
- energy above the lowest of the compared OMol25 structures with the same formula, charge and spin (kJ/mol) = 535.9
- gap between HOMO and LUMO (spin up / spin down) (eV) = 8.6 / 8.6

Geometry (Å):
C 0.371 2.092 -1.368
C -1.136 0.692 1.143
C 0.985 -0.849 -0.624
C -1.287 -0.665 0.461
C 0.041 -1.436 0.389
C 2.029 -0.070 -0.330
H -1.682 -0.538 -0.556
H -0.735 1.955 -1.287
H 0.513 -1.434 1.380
H -0.156 -2.484 0.132
H -2.024 -1.268 1.005
H -2.061 1.275 1.090
H 2.695 0.318 -1.095
H 0.603 1.471 -2.259
H -0.874 0.568 2.200
H 0.782 -1.093 -1.669
H 2.277 0.174 0.701
H -0.341 1.292 0.686



(2)
Here is a molecular structure, C26H20BN5S4Zr in a non-equilibrium geometry from the Open Molecules 2025 dataset. Energies are from wB97M-V/def2-TZVPD.

Results
- E_HOMO (eV) = -8.142
- DFT total energy (eV) = -80035.3587
- energy above the lowest of the compared OMol25 structures with the same formula, charge and spin (kJ/mol) = 10.6
- gap between HOMO and LUMO (eV) = 7.3

Geometry (Å):
Zr -0.062 -0.400 -0.049
S -2.146 0.829 0.888
S 0.554 2.023 0.627
S -0.931 -1.391 2.867
S 3.284 -0.695 -3.200
N -3.853 3.340 2.986
N 0.375 -1.009 1.978
N -0.286 0.636 -2.048
N 0.177 5.124 2.601
N -1.415 -1.861 -0.970
C -1.480 3.242 1.951
C -2.085 0.502 6.210
C -2.803 3.298 2.514
C -0.320 1.709 -4.589
C -1.350 1.328 -2.487
C 3.955 -1.535 -1.873
C 0.492 -2.843 4.737
C 0.139 -5.200 5.048
C 0.775 0.476 -2.861
C 0.813 -4.026 5.376
C -1.406 1.883 -3.742
C 1.891 -0.285 -2.289
C -0.555 4.285 2.306
C -0.505 -2.856 3.767
C -1.378 1.700 6.141
C 0.775 0.999 -4.146
C -0.504 1.939 5.091
C -0.822 -2.822 -0.671
C -1.070 2.168 1.210
C -0.329 0.982 4.096
C -1.039 -0.202 4.187
C -1.180 -4.018 3.427
C 3.147 -1.492 -0.785
C 1.929 -0.765 -0.999
C -0.852 -5.200 4.080
C -1.926 -0.458 5.226
B 0.036 -4.041 -0.188
H 0.322 1.176 3.251
H -2.482 -1.389 5.268
H 1.233 -1.057 2.517
H 1.638 0.852 -4.782
H -1.366 -6.117 3.823
H 0.028 2.880 5.023
H -0.330 2.127 -5.588
H 0.659 -4.432 -1.148
H -2.283 2.437 -4.046
H 4.915 -2.022 -1.971
H 3.401 -1.987 0.142
H -1.935 -4.005 2.650
H -0.725 -4.864 0.282
H -2.164 1.426 -1.787
H -2.774 0.322 7.026
H -1.523 2.455 6.904
H 0.997 -1.919 5.003
H 0.393 -6.122 5.556
H 0.772 -3.579 0.660
H 1.586 -4.034 6.134